1.
DFT (wB97M-V/def2-TZVPD) results for a 2-piece molecular cluster, C24H40BClNO5 overall in a non-equilibrium geometry.

XYZ file:
```
72
C24H40BClNO5, DFT wB97M-V/def2-TZVPD
Cl -6.1097 -0.8496 -2.3201
O -1.7814 -0.2240 -0.5828
O -4.3385 -0.1240 4.5591
O -3.1341 1.5588 -0.1686
O 2.9406 0.5545 -1.6783
O -4.8508 -0.9543 1.1426
N 3.3616 -0.1946 -0.8261
C -0.4023 1.3426 -2.4909
C -2.1864 1.0583 -0.7375
C -3.4338 -1.1624 1.1935
C 3.4513 0.5504 0.4939
C 2.1993 1.3971 0.7509
C 5.9815 0.7243 0.1321
C 0.2866 2.2063 -3.3424
C 4.4621 -1.3506 -2.7845
C -0.8871 4.0902 -2.4919
C -1.3494 1.9031 -1.6652
C -1.5685 3.2618 -1.6537
C 0.0364 3.5478 -3.3604
C 4.6958 1.4516 0.5208
C 4.6103 -0.8944 -1.3298
C 5.8393 0.0254 -1.2194
C -3.3097 -2.1000 -1.4305
C -2.3045 -0.4672 5.9100
C -4.9198 -1.7379 -3.3339
C -2.9549 -0.4241 4.5125
C 4.8489 -2.2034 -0.5344
C 3.4906 -0.4356 1.6800
C -5.1278 -0.8504 3.6305
C -5.2879 -0.1710 2.2482
C -3.5200 -1.3871 -2.8052
B -2.8391 -1.1417 -0.2856
H -0.2282 0.2735 -2.4523
H -3.1825 -2.0893 1.7315
H -6.3586 -0.0259 2.0701
H -3.0096 -0.2792 1.6898
H -1.1244 5.1469 -2.4519
H -3.4599 -0.2967 -2.7442
H 5.7864 0.7929 -1.9993
H 3.3696 0.1051 2.6160
H 6.7346 -0.5608 -1.4248
H -1.3406 0.0475 5.8356
H 4.5509 2.2971 -0.1607
H -2.9176 -0.0313 6.6958
H 5.4616 -2.0588 0.3527
H -2.7645 -1.7268 -3.5213
H -4.8521 0.8381 2.2217
H 4.4273 -0.9789 1.7705
H -4.8090 -1.8940 3.5128
H 4.8028 1.8754 1.5185
H -2.4678 0.3682 3.9197
H -2.5039 -2.8428 -1.5646
H 5.3371 -1.9235 -3.0793
H -2.3082 3.6301 -0.9521
H 3.5841 -1.9863 -2.9123
H 0.5498 4.2109 -4.0482
H -2.0441 -1.5080 6.1246
H 5.3708 -2.9365 -1.1439
H 2.2494 1.8344 1.7448
H 3.9072 -2.6637 -0.2317
H -5.0909 -2.8128 -3.2633
H -4.1962 -2.6624 -1.1280
H 4.3866 -0.5152 -3.4808
H -2.7524 -1.3673 3.9935
H 6.7994 1.4444 0.0770
H 1.0262 1.7754 -4.0115
H -5.0377 -1.4539 -4.3802
H 1.2938 0.7893 0.6981
H 2.6791 -1.1619 1.6156
H 6.2628 0.0064 0.9056
H 2.0966 2.2236 0.0469
H -6.1269 -0.8831 4.0769
```

Computed properties:
HOMO energy = -10.750 eV
Energy = -50453.8021 eV
E_LUMO = -7.054 eV
Total charge = +1

---

2.
DFT (wB97M-V/def2-TZVPD) results for C24H40BrN2O2SSi2V as an isolated structure in a non-equilibrium geometry.

XYZ file:
```
73
C24H40BrN2O2SSi2V, DFT wB97M-V/def2-TZVPD
Br -2.8123 6.8478 4.0169
V -0.2713 0.8048 0.3917
S -1.0618 0.2919 -1.6753
Si -3.1720 -2.3730 -2.7998
Si 1.7175 -0.7445 -0.0077
O 1.1968 4.0808 -0.8528
O 0.4114 2.2544 0.1628
N -0.2728 1.3864 2.7819
N -1.6701 -0.4891 0.6953
C 2.1940 0.1248 -2.6760
C 2.9401 -0.0952 -1.3542
C -1.9173 -0.7833 -0.6093
C -2.3536 4.7215 2.1938
C 3.5875 1.2316 -0.9360
C 3.6176 -2.0152 1.7386
C 0.5088 3.5940 -0.0086
C -1.6010 3.9787 1.3012
C 0.2087 5.5578 1.4919
C -1.8009 5.8646 2.7561
C -2.2783 -1.1926 1.6661
C 2.4373 -1.0340 1.7701
C -2.3637 -1.3957 -4.1827
C 1.3350 -1.6755 2.6302
C -3.1232 -2.2297 1.3788
C -3.3442 -2.5516 0.0378
C -2.6693 -4.1857 -2.8908
C 0.9458 -2.3969 -0.5555
C 4.0423 -1.1387 -1.5857
C -2.7531 -1.8421 -1.0002
C -5.0452 -2.2130 -2.9019
C -0.3127 4.3845 0.9581
C 2.9100 0.2875 2.3994
C -0.5287 6.2916 2.4058
H 1.7220 -3.1632 -0.6287
H -2.6983 -1.8204 -5.1327
H -5.5417 -2.7798 -2.1116
H 3.3549 -2.9480 1.2351
H -2.6538 -0.3449 -4.1711
H -1.5915 -4.3294 -2.7975
H 1.6286 -1.6659 3.6842
H -2.0649 -0.9093 2.6889
H -2.0413 3.1015 0.8371
H 3.0688 0.1642 3.4755
H 3.9197 -2.2601 2.7616
H 2.2002 1.1041 2.2394
H -5.4027 -2.6015 -3.8579
H 0.4683 -2.3101 -1.5324
H -2.9765 -4.6031 -3.8524
H -1.2105 1.3960 3.1707
H 1.1809 -2.7174 2.3450
H 2.8418 2.0095 -0.7703
H 0.3748 -1.1638 2.5308
H 0.3158 0.8546 3.4152
H 0.1976 -2.7523 0.1564
H -3.1543 -4.7756 -2.1101
H 4.4832 -1.5889 1.2332
H 1.4719 0.9375 -2.5948
H 1.6750 -0.7765 -3.0104
H -3.3645 4.4321 2.4461
H 0.0552 2.3475 2.8111
H -4.0017 -3.3812 -0.1984
H 3.6373 -2.1274 -1.8142
H 4.7035 -1.2293 -0.7243
H 4.1872 1.1200 -0.0321
H 3.8625 0.5982 1.9721
H -5.3716 -1.1744 -2.8242
H 4.6538 -0.8255 -2.4360
H -0.1214 7.1969 2.8337
H -3.5992 -2.7834 2.1745
H 4.2540 1.5786 -1.7304
H -1.2750 -1.4430 -4.1631
H 2.9151 0.4008 -3.4501
H 1.1954 5.8862 1.1927
```

Computed properties:
<S²> = 0.786
HOMO energy (spin up / spin down) = -11.384 / -11.419 eV
Energy = -154930.2165 eV
E_LUMO (spin up / spin down) = -3.895 / -3.681 eV
Energy above the lowest of the compared OMol25 structures with the same formula, charge and spin = 1.012 eV
Total charge = +1
2S+1 = 2

---

3.
DFT (wB97M-V/def2-TZVPD) results for C24H40Cl3NO2RuSi3Te as an isolated structure.

XYZ file:
```
75
C24H40Cl3NO2RuSi3Te, DFT wB97M-V/def2-TZVPD
Te -1.1327 -3.0415 -1.8394
Ru -0.5232 -0.9074 -0.5800
Cl -3.0678 -3.6763 2.4200
Cl -6.2535 0.3380 4.0366
Cl -2.5730 1.1843 0.1931
Si 2.5695 -1.1202 -0.0921
Si 0.9329 -1.4258 2.4509
Si 1.4064 1.4047 1.1079
O -1.8293 -1.6311 0.7320
O -1.9540 1.2817 -2.6425
N 0.8659 -0.5007 -2.1481
C -4.3438 0.6313 2.1470
C 2.1861 -0.6086 -1.8781
C 2.0330 2.2797 -0.4484
C 2.7085 -0.1602 -4.1849
C 2.7162 1.7427 2.4232
C -2.8269 -1.1622 1.4417
C -4.5514 -1.5573 3.1284
C 0.4379 -3.2236 2.2190
C -3.5149 -2.0063 2.3343
C -1.4020 2.5793 -2.4814
C 1.1112 -0.4437 0.8403
C -3.8310 -0.1209 -3.0502
C -0.0307 2.4557 1.7129
C 3.1189 -0.4280 -2.8923
C -0.2313 -0.5771 3.6530
C 2.5889 -1.5617 3.3511
C 2.7097 -2.9860 -0.1672
C -3.3091 0.1467 1.3696
C 4.3114 -0.5258 0.2805
C -3.2958 1.2896 -3.1157
C 0.4610 -0.2680 -3.4036
C 1.3511 -0.0897 -4.4444
C -4.9520 -0.2344 3.0370
C -0.9860 3.2257 -3.7897
H -0.6219 2.8753 0.9027
H -4.8804 -0.1330 -3.3435
H -0.3273 2.5628 -4.3517
H -0.1865 -3.5243 3.0610
H 0.4257 3.2917 2.2480
H 4.4660 0.5339 0.0905
H 4.1705 -0.5001 -2.6517
H -0.5044 -1.2721 4.4488
H -1.1504 -0.2252 3.1918
H -4.6691 1.6559 2.0526
H 3.6430 1.1920 2.2990
H 4.5733 -0.7190 1.3194
H -1.8408 3.4791 -4.4149
H -0.6056 -0.2004 -3.5505
H 2.9515 2.8087 2.3819
H 2.4175 -2.1211 4.2738
H 3.0421 -0.6106 3.6185
H -3.3306 1.6747 -4.1419
H -0.5385 2.4565 -1.8256
H -0.4394 4.1471 -3.5882
H -0.7078 1.9520 2.3977
H 3.4311 -0.0196 -4.9776
H 1.5544 1.9610 -1.3720
H 5.0150 -1.0899 -0.3346
H 3.4180 -3.2317 -0.9619
H -0.1293 -3.4378 1.3162
H -2.1257 3.2126 -1.9495
H 0.2554 0.2803 4.1207
H 0.9703 0.0996 -5.4378
H 1.8454 3.3495 -0.3329
H -3.2826 -0.7910 -3.7123
H 3.3159 -2.1357 2.7759
H -3.8929 1.9637 -2.4851
H 3.1072 2.1587 -0.5857
H 2.3333 1.5413 3.4239
H -5.0452 -2.2384 3.8042
H 1.7630 -3.4803 -0.3823
H 1.3281 -3.8528 2.2299
H -3.7537 -0.5181 -2.0375
H 3.1050 -3.3982 0.7600
```

Computed properties:
<S²> = 6.019
HOMO energy (spin up / spin down) = -7.300 / -7.776 eV
Energy = -102199.5736 eV
E_LUMO (spin up / spin down) = 0.071 / -1.467 eV
Energy above the lowest of the compared OMol25 structures with the same formula, charge and spin = 0.000 eV
Total charge = 0
2S+1 = 5